This record from the OMol25 dataset describes a molecular structure, C32H39N5STl. The level of theory is ωB97M-V/def2-TZVPD.

XYZ file:
```
78
Properties=species:S:1:pos:R:3:forces:R:3:lowdin_charge:R:1
Tl 0.0612 -0.3948 0.6172 -1.2 0.7 -1.5 0.835
N 1.8384 -2.9814 2.8154 -0.8 0.9 0.4 0.045
N 0.3038 1.6158 2.7651 -0.4 1.2 0.7 0.011
C -2.5683 0.1601 -1.2459 -0.2 -0.1 1.2 -0.296
C -3.0903 0.8020 -0.0870 0.4 -1.3 -0.3 -0.275
C -3.2955 -0.1871 0.9131 0.4 -0.6 -1.4 -0.284
C -3.6870 0.0529 2.3161 -0.2 0.0 0.5 -0.072
H -4.1051 1.0596 2.4344 0.0 -0.1 0.1 0.065
H -2.8263 -0.0424 3.0001 -0.2 0.1 0.0 0.071
H -4.4472 -0.6738 2.6332 0.0 0.2 0.2 0.066
C -2.9562 -1.4535 0.3590 0.3 1.4 -0.2 -0.304
C -3.0273 -2.7593 1.0480 -0.1 -0.5 0.1 -0.068
H -3.7657 -3.4175 0.5623 0.1 -0.1 0.2 0.074
H -3.3316 -2.6316 2.0945 0.1 -0.1 -0.1 0.069
H -2.0632 -3.2902 1.0367 -0.3 0.0 0.1 0.038
C -2.4953 -1.2388 -0.9731 0.2 0.7 0.9 -0.315
C -1.9920 -2.2959 -1.8786 -0.1 -0.4 -0.3 -0.076
H -1.3109 -2.9840 -1.3552 -0.1 0.0 -0.1 0.053
H -1.4510 -1.8688 -2.7319 0.0 -0.1 0.1 0.064
H -2.8233 -2.9009 -2.2744 0.2 -0.1 -0.1 0.073
C -3.3545 2.2457 0.0964 0.0 0.5 0.2 -0.071
H -4.3891 2.4153 0.4333 0.1 0.1 -0.1 0.073
H -3.2068 2.7996 -0.8378 0.0 0.0 0.2 0.061
H -2.6945 2.6774 0.8639 -0.1 0.1 -0.1 0.062
C -2.1365 0.8230 -2.4996 -0.1 0.2 -0.5 -0.075
H -1.2736 0.3094 -2.9473 -0.1 0.2 0.0 0.062
H -1.8477 1.8673 -2.3190 0.0 -0.2 -0.1 0.057
H -2.9445 0.8215 -3.2494 0.2 0.1 -0.1 0.071
C 3.0861 -3.3394 2.6054 1.1 1.0 0.5 -0.231
H 3.2851 -4.3967 2.3961 -0.1 0.2 0.2 0.099
C 4.1587 -2.4267 2.6009 -0.3 -0.4 -0.1 -0.122
H 5.1562 -2.8056 2.4050 0.0 0.2 -0.1 0.082
C 3.9014 -1.0717 2.8487 -0.1 -0.4 0.4 -0.098
H 4.7113 -0.3387 2.8765 -0.2 -0.2 0.0 0.102
C 2.5975 -0.6796 3.0868 -0.9 -0.6 -0.2 -0.050
H 2.2828 0.3389 3.3170 0.3 -0.2 -0.3 0.089
C 1.5281 -1.6427 2.9477 3.1 -0.6 -0.4 -0.424
C 0.2499 -1.2055 2.5872 -2.1 -0.9 1.9 -0.184
H -0.6139 -1.6169 3.1304 0.2 0.1 -0.3 0.047
C 0.7007 1.6601 1.5207 -1.0 0.3 -0.5 -0.370
C -0.0556 2.9123 3.1357 0.5 -0.2 -0.7 -0.141
H -0.3912 3.1314 4.1339 0.0 0.1 0.1 0.082
C 0.1212 3.7568 2.0778 0.3 -0.5 -0.1 -0.093
H 0.0068 4.8216 2.0006 0.0 0.0 0.0 0.097
N 0.6017 2.9687 1.0181 -0.3 -0.1 1.2 -0.016
C 0.8471 3.3226 -0.3306 -0.3 -0.2 -0.5 -0.107
C 0.0198 4.2368 -1.0202 0.6 -0.5 -0.3 -0.189
C 0.2312 4.4158 -2.3949 0.5 -0.2 0.0 -0.021
H -0.4028 5.1198 -2.9409 0.1 -0.2 0.2 0.113
C 1.2180 3.7115 -3.0889 -0.1 0.0 0.3 -0.281
C 1.4555 3.9303 -4.5570 0.0 0.0 -0.2 -0.069
H 1.4982 2.9735 -5.0950 -0.1 0.2 0.1 0.077
H 2.4120 4.4438 -4.7346 -0.2 -0.1 0.1 0.077
H 0.6569 4.5414 -4.9897 0.1 -0.1 0.0 0.069
C 2.0117 2.8012 -2.3893 -0.2 0.3 0.3 -0.009
H 2.7833 2.2347 -2.9184 -0.2 0.2 0.2 0.120
C 1.8570 2.6095 -1.0153 -0.2 0.5 -0.3 -0.193
C 2.8027 1.7030 -0.3030 0.6 -0.9 0.5 -0.081
H 3.6634 2.2511 0.1121 -0.2 0.0 -0.1 0.094
H 3.1919 0.9474 -0.9959 0.0 0.1 0.1 0.069
H 2.3155 1.1716 0.5474 0.8 0.5 -0.9 0.008
C -1.0846 5.0157 -0.3893 -0.6 0.4 0.1 -0.067
H -0.7418 6.0089 -0.0629 0.0 -0.2 0.0 0.085
H -1.5452 4.5180 0.4653 0.1 0.0 -0.2 0.048
H -1.8727 5.1899 -1.1351 0.2 0.0 0.2 0.081
C 0.3245 -4.5805 0.9258 -0.2 0.0 0.2 -0.031
N 0.9898 -4.6019 -0.3693 0.4 0.6 -0.1 -0.106
C 1.1117 -5.7278 -1.1567 0.4 0.4 -0.6 -0.063
C 1.8261 -5.3766 -2.2611 -0.3 -0.1 0.6 -0.088
N 2.1417 -4.0375 -2.1174 0.0 0.2 0.0 0.048
C 1.6834 -3.5437 -0.9255 0.2 -0.7 0.4 -0.713
S 2.1775 -2.0948 -0.2132 0.2 -0.5 -1.0 0.667
H 1.0141 -4.7829 1.7510 -0.1 0.0 -0.3 0.069
H -0.0803 -3.5789 1.1002 0.1 -0.3 0.0 0.049
H -0.4899 -5.3175 0.9291 0.2 0.2 -0.2 0.099
H 0.6844 -6.6661 -0.8474 0.0 0.0 -0.1 0.116
H 2.1448 -5.9543 -3.1065 -0.1 0.0 -0.1 0.102
H 2.7080 -3.4799 -2.7506 -0.3 -0.2 0.4 0.151
```
Positions in Å, forces in eV/Å.

energy above the lowest of the compared OMol25 structures with the same formula, charge and spin: 2.227 eV
total charge: -1
orbital gap (spin up / spin down): 0.1815 / 0.1785 Eh

This record from the OMol25 dataset describes 9 unconnected molecules or ions with the total composition C23H43Cl9N4O10. The level of theory is ωB97M-V/def2-TZVPD.

XYZ file:
```
89
Properties=species:S:1:pos:R:3:forces:R:3:lowdin_charge:R:1
C -3.5829 13.5457 6.8788 0.5 -0.6 -0.1 -0.031
C -4.2321 14.8541 7.1909 -0.2 -0.4 1.6 -0.274
C -5.7350 14.9482 6.8869 0.0 0.7 -0.9 -0.067
O -6.2886 15.5240 8.0919 -0.6 -0.2 -1.0 0.059
C -5.4339 15.3977 9.1072 2.2 -1.6 -5.3 -0.647
O -5.6655 15.5469 10.2128 -1.8 1.3 5.4 0.139
O -4.2164 14.9825 8.6690 -0.4 0.3 -0.9 0.056
H -2.5638 13.4544 7.3016 -0.5 0.3 -0.2 0.090
H -3.5033 13.4470 5.7960 0.0 -0.2 -0.1 0.092
H -4.1640 12.7179 7.2985 0.0 0.1 -0.2 0.091
H -3.6446 15.6773 6.8257 0.0 0.5 -0.3 0.146
H -6.1892 14.0030 6.5800 0.0 -0.4 1.0 0.130
H -6.0224 15.5528 6.0043 0.5 0.4 0.8 0.140
C -3.9572 12.1945 14.1928 0.7 0.4 -0.6 -0.030
C -4.7353 11.0239 14.6740 -1.2 -0.2 -1.3 -0.316
C -5.1719 11.0423 16.0983 1.0 -0.4 1.4 -0.106
O -6.5132 10.5576 16.1214 0.6 0.1 -0.2 0.083
C -7.0025 10.7193 14.8781 -1.1 -0.4 -0.4 -0.578
O -8.1551 10.5433 14.5984 0.8 0.2 -0.1 0.146
O -6.0359 11.0756 14.0107 0.0 -0.4 0.0 0.012
H -3.0777 12.3363 14.8288 0.0 0.1 -0.2 0.091
H -4.5818 13.0929 14.1885 0.1 -0.1 0.3 0.071
H -3.6379 12.0581 13.1429 0.0 -0.1 0.5 0.077
H -4.2682 10.0604 14.4033 -0.2 0.3 0.1 0.164
H -5.1487 12.0302 16.5673 0.1 0.0 -0.1 0.136
H -4.4846 10.3559 16.6150 -0.6 0.3 0.5 0.144
Cl -6.6523 17.6814 16.6209 -0.1 0.3 0.3 0.555
C -7.7386 16.5138 15.8958 0.5 -0.4 -0.3 -1.575
Cl -9.3788 16.5543 16.4789 -0.2 0.3 0.2 0.568
Cl -7.0579 14.8854 16.1376 0.0 0.0 -0.2 0.500
H -7.7466 16.7346 14.8364 -0.1 -0.2 -0.1 0.001
Cl -8.0690 13.3165 9.7996 -0.1 0.2 -0.5 0.625
C -7.1931 12.5288 11.0662 0.5 -0.6 0.8 -1.495
Cl -6.9873 13.5860 12.4693 -0.3 0.0 -0.1 0.592
Cl -5.5762 11.9368 10.5717 -0.2 0.2 -0.3 0.544
H -7.7434 11.6383 11.3667 0.1 0.3 0.1 0.021
Cl -0.5224 13.8619 16.6578 -0.2 0.0 0.0 0.542
C -0.1197 14.8956 15.2959 1.3 0.1 0.1 -1.485
Cl 0.7569 13.9325 14.0676 -0.2 0.1 0.1 0.503
Cl 0.9587 16.2355 15.8442 -0.7 -0.5 -0.3 0.530
H -1.0096 15.2765 14.8278 -0.3 0.3 0.0 -0.039
C -1.9247 18.0014 10.4015 -0.3 0.1 0.4 -0.095
N -0.9862 19.0884 10.4344 0.5 0.6 0.5 0.001
C -1.1006 20.2948 11.0925 0.7 0.1 0.2 -0.503
C -2.4983 20.7623 11.5470 1.4 -1.5 0.3 0.024
O -0.0667 20.9271 11.2977 -1.2 0.0 0.0 0.023
H -2.8851 18.3198 10.0281 -0.3 0.1 -0.3 0.074
H -2.1343 17.5099 11.3653 0.4 0.1 -0.1 0.073
H -1.5008 17.3051 9.7078 -0.1 -0.7 -0.3 0.078
H -0.0001 18.8357 10.3513 -0.5 0.1 0.0 0.142
H -3.2570 20.0813 11.1965 -0.4 0.0 -0.1 0.054
H -2.6614 21.7502 11.2239 -0.2 1.2 -0.5 0.067
H -2.4912 20.7658 12.6372 0.0 0.0 0.0 0.070
C -2.7416 16.6192 17.5012 0.0 -0.3 0.4 -0.100
N -2.4006 17.3443 16.3325 -0.2 1.5 -1.9 -0.014
C -1.9054 18.6157 16.3038 1.1 -0.3 1.6 -0.542
C -1.5552 19.1820 14.9510 -1.5 0.2 0.0 0.000
O -1.5696 19.2061 17.3312 -0.5 -0.2 -0.5 0.024
H -3.2592 15.7284 17.1680 -0.5 -0.1 0.0 0.070
H -3.3849 17.2147 18.1720 0.5 -0.4 0.0 0.094
H -1.8257 16.2197 17.9386 -0.1 0.4 0.7 0.062
H -2.7358 17.0192 15.4315 0.1 -0.3 0.2 0.060
H -2.2512 18.8401 14.1791 0.2 -0.1 -0.1 0.064
H -0.5638 18.8865 14.7209 1.0 -0.4 -0.4 0.064
H -1.5710 20.2656 14.9878 -0.1 0.1 0.1 0.084
C -1.3630 9.0555 8.3703 -0.3 1.1 0.4 -0.063
N -0.9906 9.5576 9.7069 -0.2 0.6 -1.3 0.009
C -1.0482 10.9113 9.9338 1.5 -1.0 2.2 -0.565
C -0.4136 11.3255 11.2573 0.3 -0.7 0.0 -0.007
O -1.4966 11.7300 9.1901 -1.0 0.9 -1.6 0.054
H -1.9742 9.8028 7.8163 -0.1 -0.6 1.0 0.092
H -1.8408 8.1208 8.5402 -0.7 -0.7 -0.4 0.067
H -0.5454 8.9178 7.6955 1.0 -0.3 -0.1 0.068
H -0.4312 8.9612 10.3098 -0.3 0.4 -0.3 0.136
H -0.9539 10.9099 12.1101 0.0 0.0 0.0 0.082
H -0.3216 12.3955 11.3618 -0.3 0.2 -0.1 0.048
H 0.6033 10.9204 11.2800 -0.1 0.0 0.1 0.084
C -2.3218 14.4036 11.6388 -1.1 0.9 0.1 -0.042
N -3.5845 15.0840 12.0008 0.9 0.5 1.1 0.052
C -3.6219 15.9206 13.0682 -1.4 -1.2 0.0 -0.506
C -4.9497 16.6509 13.3274 1.0 -0.7 -0.6 0.018
O -2.7362 16.0161 13.9240 0.4 -0.1 -0.9 -0.024
H -1.8946 13.9878 12.5345 0.2 -0.3 0.3 0.043
H -1.6570 15.1823 11.2629 0.3 -0.4 -0.2 0.079
H -2.5202 13.6257 10.9087 0.1 0.1 -0.2 0.069
H -4.4079 15.0495 11.4150 0.2 0.0 -0.2 0.062
H -4.8326 16.9897 14.3381 -0.5 0.4 0.4 0.045
H -5.8240 16.0168 13.1831 0.1 -0.1 0.1 0.035
H -5.0275 17.4658 12.6273 -0.1 0.5 -0.1 0.082
```
Positions in Å, forces in eV/Å.

SMILES: C[C@H]1COC(=O)O1.C[C@H]1COC(=O)O1.ClC(Cl)Cl.ClC(Cl)Cl.ClC(Cl)Cl.CNC(C)=O.CNC(C)=O.CNC(C)=O.CNC(C)=O
orbital gap: 0.3324 Eh

This record from the OMol25 dataset describes C5H10O in the gas phase. The level of theory is ωB97M-V/def2-TZVPD.

XYZ file:
```
16
Properties=species:S:1:pos:R:3:forces:R:3:lowdin_charge:R:1
C 0.3672 2.2948 -1.0404 0.1 0.0 0.0 -0.105
C -0.2565 1.2270 -0.1918 0.1 -0.1 0.1 -0.182
C 0.4230 0.3230 0.5125 -0.1 0.1 -0.1 -0.137
C -0.2036 -0.8549 1.2001 -0.1 0.0 0.0 -0.193
C -0.0439 -2.1232 0.3491 0.2 -0.1 0.3 -0.276
O -0.4916 -1.9645 -0.9815 -0.3 0.2 -0.1 -0.072
H 1.4593 2.2176 -1.0254 -0.2 0.0 0.0 0.073
H 0.0840 3.3009 -0.7104 0.0 -0.1 0.0 0.072
H 0.0393 2.1930 -2.0823 0.0 0.0 0.2 0.074
H -1.3490 1.1882 -0.1819 0.1 0.0 0.0 0.108
H 1.5139 0.3670 0.5131 -0.1 0.0 -0.1 0.116
H 0.2502 -1.0369 2.1823 -0.1 0.0 -0.2 0.113
H -1.2732 -0.6670 1.3668 0.1 0.0 -0.1 0.115
H -0.5999 -2.9454 0.8194 0.1 0.1 0.0 0.112
H 1.0148 -2.4146 0.3188 -0.1 0.1 0.0 0.115
H -0.9339 -1.1050 -1.0485 0.2 -0.2 -0.1 0.068
```
Positions in Å, forces in eV/Å.

energy above the lowest of the compared OMol25 structures with the same formula, charge and spin: 0.906 eV
SMILES: C/C=C/CCO
orbital gap: 0.3914 Eh

This record from the OMol25 dataset describes a molecular structure, C26H34F3GeN5O3S5SbTi. The level of theory is ωB97M-V/def2-TZVPD.

XYZ file:
```
79
Properties=species:S:1:pos:R:3:forces:R:3:lowdin_charge:R:1
Ti 0.3613 -1.6770 0.0471 1.8 -1.2 -2.4 0.384
S 3.5031 -5.1539 -0.6888 -0.1 0.1 -0.1 -0.174
Sb 3.3047 -2.8782 -0.9097 0.5 -0.1 0.1 -0.027
S 2.6399 -1.7749 1.0956 0.3 -0.3 -0.3 0.080
S 1.1559 -2.5391 -2.0004 0.2 -0.2 0.5 0.085
S 5.2177 -1.9374 -1.7468 -0.2 0.1 0.0 -0.149
O 0.4460 -0.1240 1.0097 -0.2 2.4 1.5 -0.316
C 0.4103 0.6815 1.9514 0.0 -0.1 0.7 -0.413
C 1.3476 1.8463 1.9841 0.1 0.1 -0.3 -0.065
C 0.6321 3.1832 1.7414 0.0 0.0 0.2 -0.172
C -0.0732 3.7086 2.9917 -0.1 -0.1 -0.2 -0.204
C -1.2064 2.8122 3.4870 0.1 0.0 0.0 -0.176
C -0.7409 1.4444 3.9967 0.0 0.2 0.0 -0.152
N -0.4504 0.4764 2.9518 -0.2 0.1 -0.4 0.132
H 2.0824 1.6614 1.2016 0.0 -0.1 0.0 0.101
H 1.8649 1.8675 2.9479 0.0 0.0 0.0 0.135
H -0.0778 3.0646 0.9180 0.0 0.1 0.0 0.104
H 1.3769 3.9144 1.4233 0.0 0.0 -0.1 0.109
H -0.4770 4.7007 2.7758 0.0 0.0 0.1 0.109
H 0.6674 3.8239 3.7911 0.0 0.1 0.0 0.112
H -1.9297 2.6614 2.6829 -0.1 0.0 0.1 0.097
H -1.7240 3.3197 4.3046 0.0 0.0 0.0 0.111
H -1.5227 1.0054 4.6141 0.1 -0.1 0.0 0.123
H 0.1465 1.5739 4.6247 -0.1 0.0 0.1 0.123
H -1.1391 -0.2447 2.7531 0.0 0.0 0.0 0.127
C 3.8237 3.9389 -1.5518 0.1 -0.1 0.0 -0.095
N 2.9533 2.8207 -1.2059 0.3 0.3 0.1 -0.052
C 3.3628 1.5146 -1.1886 -0.9 -0.4 -0.1 -0.799
S 2.2319 0.3154 -1.6091 0.6 0.7 -0.5 0.542
N 4.5732 1.1520 -0.8110 0.5 -0.2 -0.1 -0.045
C 5.6244 1.9426 -0.2099 0.0 0.0 0.0 -0.081
H 3.1980 4.7808 -1.8397 0.0 0.0 0.0 0.080
H 4.4780 3.6953 -2.3936 0.0 0.0 0.0 0.088
H 4.4416 4.2455 -0.7086 0.0 0.1 -0.1 0.060
H 2.0243 2.8767 -1.5953 0.0 -0.1 0.0 0.092
H 4.7957 0.1542 -0.9942 -0.2 0.1 0.1 -0.042
H 6.1997 2.5082 -0.9481 0.0 0.0 0.1 0.078
H 6.3010 1.2504 0.2876 0.0 0.0 0.0 0.088
H 5.2223 2.6290 0.5366 0.0 0.0 0.0 0.078
N 0.8595 -4.7487 0.8888 0.0 -0.2 -0.1 -0.016
C 0.9783 -5.5578 1.9446 0.0 0.0 0.1 -0.090
C 0.5040 -4.8708 3.0421 0.0 0.1 0.1 -0.045
C 0.1421 -3.6208 2.5399 0.0 -0.2 0.1 -0.160
N 0.3707 -3.5602 1.2274 -0.6 -0.2 0.7 -0.142
H 1.2969 -4.9194 -0.0245 0.1 0.1 0.0 0.006
H 1.4121 -6.5367 1.8441 0.0 0.0 -0.1 0.118
H 0.4288 -5.2030 4.0621 0.0 -0.1 0.0 0.091
H -0.2595 -2.7768 3.0719 0.0 0.0 -0.1 0.111
Ge -0.7498 0.2226 -1.4999 -1.0 0.6 -0.1 0.817
C -2.6153 0.2652 -0.7188 0.2 -0.1 -0.3 -0.327
C -3.6591 -0.5097 -1.2202 -0.1 0.0 0.1 -0.113
C -4.8820 -0.5793 -0.5634 0.0 -0.1 0.0 -0.098
C -5.0839 0.1235 0.6162 0.0 0.0 0.0 -0.109
C -4.0677 0.9288 1.1108 0.0 0.1 0.1 -0.106
C -2.8554 0.9964 0.4415 0.0 0.0 -0.1 -0.149
C -1.1712 0.1702 -3.4434 0.3 -0.3 0.5 -0.337
C -1.2324 1.3375 -4.1974 0.0 0.0 0.0 -0.127
C -1.5965 1.2974 -5.5361 0.0 0.1 0.0 -0.109
C -1.9007 0.0849 -6.1388 0.0 0.0 0.0 -0.114
C -1.8327 -1.0874 -5.4000 0.0 -0.1 0.0 -0.095
C -1.4640 -1.0439 -4.0621 0.0 0.0 0.0 -0.135
H -0.5180 1.7884 -1.3273 0.2 -0.4 0.2 -0.024
H -3.5141 -1.0774 -2.1330 0.0 0.0 0.0 0.098
H -5.6763 -1.2000 -0.9617 0.0 0.0 0.0 0.098
H -6.0208 0.0369 1.1531 0.0 0.0 0.0 0.092
H -4.2190 1.4929 2.0267 0.0 0.0 0.0 0.090
H -2.0597 1.6255 0.8256 0.0 0.1 0.1 0.059
H -0.9953 2.2852 -3.7259 0.0 0.0 0.0 0.081
H -1.6451 2.2148 -6.1117 0.0 0.0 0.0 0.091
H -2.1874 0.0549 -7.1833 0.0 0.0 0.0 0.091
H -2.0593 -2.0378 -5.8684 0.0 0.0 0.0 0.097
H -1.3877 -1.9643 -3.4924 0.0 0.0 0.0 0.078
F -2.2234 -4.8788 0.5658 -0.1 0.1 0.0 0.152
C -2.8681 -3.7326 0.8384 0.0 -0.3 0.0 -0.527
F -3.9663 -3.7028 0.0680 0.1 0.1 0.0 0.153
F -3.2711 -3.8000 2.1136 0.0 0.2 0.0 0.149
C -1.9268 -2.5210 0.5758 -1.6 -0.6 0.4 -0.588
O -1.3694 -2.5341 -0.5474 -0.4 -0.3 0.0 -0.161
O -1.7600 -1.7027 1.4829 0.5 0.0 -0.2 0.027
```
Positions in Å, forces in eV/Å.

energy above the lowest of the compared OMol25 structures with the same formula, charge and spin: 3.144 eV
total charge: -1
orbital gap: 0.2372 Eh

For reference, F_max by record: 3.20 6.00 0.39 3.26 eV Å⁻¹.